(1)
Below is a molecular structure, C38H43BrN4O6S2Sr, with properties calculated with wB97M-V/def2-TZVPD.

Structure (XYZ):
```
95
Properties=species:S:1:pos:R:3
Sr 0.432 0.500 -0.589
C 2.857 -1.109 3.879
C 2.191 -1.688 2.625
C 1.355 -2.920 2.957
C 3.255 -1.930 1.575
C 3.970 -3.118 1.531
C 5.000 -3.303 0.620
C 5.315 -2.290 -0.266
C 4.615 -1.086 -0.268
C 4.963 -0.022 -1.295
C 4.883 -0.561 -2.724
C 6.343 0.580 -1.015
C 3.590 -0.902 0.674
N 2.824 0.289 0.672
C 3.363 1.376 1.100
C 2.762 2.660 1.005
C 3.308 3.858 1.483
C 2.391 4.852 1.153
C 1.335 4.203 0.481
N 1.554 2.883 0.383
C 0.108 4.890 -0.082
C -0.916 3.878 -0.580
C 0.524 5.801 -1.246
C -0.543 5.745 1.014
H 2.110 -0.864 4.635
H 3.410 -0.197 3.643
H 3.558 -1.832 4.307
H 1.512 -0.929 2.236
H 1.962 -3.734 3.361
H 0.823 -3.272 2.073
H 0.610 -2.667 3.714
H 3.715 -3.919 2.215
H 5.541 -4.241 0.593
H 6.109 -2.443 -0.990
H 4.229 0.778 -1.210
H 5.590 -1.381 -2.880
H 5.130 0.228 -3.440
H 3.876 -0.922 -2.930
H 7.121 -0.185 -1.087
H 6.387 1.010 -0.013
H 6.574 1.368 -1.737
H 4.363 1.348 1.552
H 4.246 3.966 2.009
H 2.467 5.908 1.368
H -0.527 3.294 -1.417
H -1.813 4.393 -0.937
H -1.212 3.192 0.214
H 0.985 5.213 -2.042
H 1.249 6.549 -0.916
H -0.348 6.320 -1.659
H -0.856 5.114 1.848
H -1.424 6.262 0.620
H 0.151 6.495 1.397
Br 2.966 -8.077 -1.912
C 2.444 -6.252 -1.705
C 3.175 -5.272 -2.353
C 2.789 -3.948 -2.202
C 1.704 -3.619 -1.403
C 0.984 -4.621 -0.761
C 1.347 -5.951 -0.916
C 1.311 -2.179 -1.190
O 1.736 -1.300 -1.991
O 0.586 -1.938 -0.194
H 4.030 -5.540 -2.960
H 3.334 -3.152 -2.691
H 0.135 -4.344 -0.145
H 0.787 -6.737 -0.428
C -0.480 0.562 4.898
S -0.821 0.883 3.157
C -1.935 -0.518 2.897
H -1.400 0.637 5.480
H 0.232 1.305 5.257
H -0.057 -0.433 5.032
H -1.428 -1.462 3.085
H -2.261 -0.502 1.862
H -2.807 -0.433 3.545
O -1.609 0.960 -2.073
C -2.367 0.991 -1.066
O -1.980 0.799 0.111
C -3.829 1.300 -1.292
C -4.240 1.840 -2.507
C -5.569 2.151 -2.719
C -6.475 1.888 -1.702
C -6.096 1.319 -0.498
C -4.756 1.031 -0.294
N -7.890 2.223 -1.919
O -8.211 2.694 -2.997
O -8.677 2.020 -1.014
H -3.494 2.011 -3.271
H -5.915 2.582 -3.647
H -6.839 1.091 0.250
H -4.426 0.553 0.616
S -2.894 -3.888 1.678
C -4.033 -2.778 1.193
N -4.837 -2.001 0.855
```

Summary:
Total charge: -2
HOMO level (eV): -2.27
Energy (Eh): -5545.658832
2S+1: 1



(2)
Below is a molecular structure, C38H44BrLiN4OSSi, with properties calculated with wB97M-V/def2-TZVPD.

Structure (XYZ):
```
91
Properties=species:S:1:pos:R:3
Li -0.560 0.870 -0.920
Br 5.463 4.018 -3.130
C 3.967 2.861 -2.835
C 4.125 1.479 -2.954
C 3.054 0.649 -2.744
C 1.741 1.126 -2.403
O 0.791 0.329 -2.195
C 1.626 2.561 -2.308
C 0.373 3.254 -2.038
N -0.786 2.726 -2.011
C -1.901 3.580 -1.873
C -1.956 4.815 -2.508
C -3.070 5.643 -2.422
C -4.180 5.194 -1.727
C -4.182 3.948 -1.111
C -5.422 3.379 -0.563
C -5.456 2.206 0.067
C -4.176 1.501 0.370
N -3.071 1.945 -0.479
C -3.024 3.134 -1.137
C 2.737 3.383 -2.511
H 5.098 1.067 -3.197
H 3.180 -0.425 -2.801
H 0.488 4.334 -1.867
H -1.105 5.118 -3.107
H -3.081 6.600 -2.930
H -5.087 5.790 -1.696
H -6.337 3.933 -0.750
H -6.396 1.774 0.397
H -3.925 1.652 1.432
H 2.613 4.456 -2.413
C 0.372 1.442 0.905
C 0.809 1.854 1.981
C 1.311 2.306 3.236
C 2.656 2.674 3.405
C 3.141 3.102 4.629
C 2.304 3.181 5.736
C 0.968 2.826 5.589
C 0.480 2.397 4.366
H 3.311 2.617 2.545
H 4.186 3.377 4.721
H 2.684 3.518 6.693
H 0.296 2.882 6.439
H -0.560 2.116 4.255
C -4.038 -2.005 2.187
Si -4.369 -1.553 0.388
C -6.252 -1.636 0.206
C -3.651 -2.902 -0.696
C -3.781 0.090 -0.082
C -2.695 0.559 -0.804
H -4.455 -2.983 2.444
H -4.479 -1.260 2.854
H -2.964 -2.023 2.375
H -6.622 -2.636 0.454
H -6.556 -1.397 -0.815
H -6.745 -0.923 0.872
H -4.073 -3.877 -0.434
H -2.572 -2.940 -0.541
H -3.852 -2.701 -1.749
C 1.887 -5.774 -1.434
C 2.523 -5.010 -2.591
C 1.611 -3.998 -3.286
C 1.377 -2.687 -2.544
N 0.656 -2.876 -1.299
C 0.878 -2.228 -0.137
S -0.255 -2.177 1.064
N 2.119 -1.592 -0.027
C 3.269 -2.450 0.233
C 3.336 -3.089 1.622
C 3.841 -2.167 2.731
C 2.873 -1.059 3.138
H 2.565 -6.542 -1.056
H 0.970 -6.270 -1.761
H 1.620 -5.118 -0.608
H 2.868 -5.733 -3.339
H 3.422 -4.491 -2.241
H 0.646 -4.469 -3.508
H 2.049 -3.737 -4.254
H 0.818 -1.986 -3.167
H 2.323 -2.204 -2.310
H -0.299 -3.199 -1.377
H 2.012 -0.828 0.632
H 4.172 -1.854 0.056
H 3.262 -3.239 -0.525
H 4.005 -3.955 1.557
H 2.342 -3.467 1.881
H 4.795 -1.728 2.413
H 4.074 -2.782 3.608
H 2.866 -0.225 2.436
H 3.138 -0.646 4.111
H 1.844 -1.421 3.185
```

Summary:
Total charge: -2
HOMO level (eV): -1.37
Energy (Eh): -5037.889610
2S+1: 1



(3)
Below is a molecular structure, C38H44BrN4NiO4Si, with properties calculated with wB97M-V/def2-TZVPD.

Structure (XYZ):
```
93
Properties=species:S:1:pos:R:3
Ni 0.520 0.544 -0.882
C 0.751 0.334 1.061
Si 2.175 -0.797 1.520
C 2.393 -2.527 0.377
N 2.162 -2.454 -0.981
C 0.958 -2.968 -1.561
C 1.208 -4.397 -2.100
C 2.658 -4.528 -2.581
C 3.155 -3.180 -3.096
C 3.210 -2.182 -1.925
C 1.795 -1.695 3.148
C 0.701 -2.543 3.293
C 0.415 -3.135 4.508
C 1.227 -2.886 5.603
C 2.312 -2.034 5.479
C 2.592 -1.447 4.259
C 3.920 -0.074 1.588
C 4.112 1.304 1.519
C 5.366 1.852 1.719
C 6.457 1.032 1.950
C 6.293 -0.343 1.990
C 5.030 -0.883 1.831
H 0.915 1.352 1.429
H -0.184 -0.029 1.500
H 1.700 -3.206 0.863
H 3.419 -2.810 0.600
H 0.662 -2.313 -2.386
H 0.162 -2.976 -0.817
H 0.514 -4.581 -2.921
H 1.005 -5.133 -1.321
H 2.727 -5.285 -3.361
H 3.302 -4.853 -1.761
H 2.493 -2.823 -3.886
H 4.151 -3.276 -3.524
H 3.109 -1.166 -2.323
H 4.168 -2.235 -1.403
H 0.064 -2.732 2.439
H -0.444 -3.785 4.601
H 1.012 -3.356 6.550
H 2.939 -1.821 6.333
H 3.435 -0.781 4.159
H 3.267 1.941 1.313
H 5.500 2.923 1.691
H 7.436 1.459 2.096
H 7.142 -0.991 2.153
H 4.910 -1.954 1.922
C 2.671 3.578 -1.110
O 1.328 3.137 -1.045
C 0.367 4.079 -0.872
C 0.588 5.423 -0.617
C -0.509 6.260 -0.451
Br -0.205 8.109 -0.150
C -1.801 5.779 -0.484
C -2.033 4.425 -0.741
C -0.943 3.590 -0.983
O -1.098 2.268 -1.396
C -3.398 3.936 -0.752
N -4.453 4.681 -0.955
C -5.530 3.849 -0.878
C -6.890 4.108 -1.041
C -7.759 3.047 -0.912
C -7.309 1.754 -0.626
C -5.969 1.476 -0.452
C -5.084 2.532 -0.591
N -3.720 2.623 -0.520
H 2.811 4.233 -1.973
H 3.278 2.681 -1.229
H 2.956 4.093 -0.191
H 1.584 5.831 -0.570
H -2.643 6.431 -0.322
H -0.722 2.199 -2.292
H -7.232 5.105 -1.270
H -8.818 3.209 -1.032
H -8.028 0.952 -0.547
H -5.631 0.478 -0.218
H -3.049 1.891 -0.358
O 2.122 0.630 -1.270
O 1.534 0.579 -2.454
C -2.669 -3.453 -0.957
C -3.134 -1.992 -0.849
C -4.102 -1.654 -1.992
C -3.764 -1.723 0.529
C -1.987 -1.129 -0.949
N -1.092 -0.409 -0.993
H -3.534 -4.111 -0.957
H -2.041 -3.723 -0.109
H -2.115 -3.618 -1.879
H -5.008 -2.241 -1.877
H -3.655 -1.894 -2.953
H -4.371 -0.600 -1.995
H -4.713 -2.248 0.615
H -3.943 -0.659 0.678
H -3.106 -2.072 1.322
```

Summary:
Expectation value of S²: 2.025
Total charge: +1
HOMO level (alpha / beta) (eV): -10.07 / -10.07
Energy (Eh): -6365.864346
2S+1: 3